[1]
{
  "formula": "C29H54N2O",
  "method": "ωB97M-V with the def2-TZVPD basis set",
  "symbols": ["O", "N", "N", "C", "C", "C", "C", "C", "C", "C", "C", "C", "C", "C", "C", "C", "C", "C", "C", "C", "C", "C", "C", "C", "C", "C", "C", "C", "C", "C", "C", "C", "H", "H", "H", "H", "H", "H", "H", "H", "H", "H", "H", "H", "H", "H", "H", "H", "H", "H", "H", "H", "H", "H", "H", "H", "H", "H", "H", "H", "H", "H", "H", "H", "H", "H", "H", "H", "H", "H", "H", "H", "H", "H", "H", "H", "H", "H", "H", "H", "H", "H", "H", "H", "H", "H"],
  "xyz": [[-6.2895, -4.3214, -1.4275], [-3.6242, 0.1467, -4.6423], [-7.7548, 0.2168, -3.7908], [-4.9263, -2.0221, 2.6763], [-5.7483, -2.5937, 1.3785], [1.6252, 2.6863, 0.1743], [-3.2659, 1.4881, -0.9896], [11.8197, -2.1154, -1.1318], [-7.6452, -3.7498, -1.4003], [11.0832, -0.6520, -1.1960], [6.8225, 1.9127, 0.3697], [-7.2650, 0.5864, 1.6709], [10.0589, -0.3562, 0.0544], [-0.9575, 2.6103, -0.3687], [-5.8796, 0.8770, -1.5595], [5.4284, 1.8410, 1.2503], [-4.8240, -3.7914, 0.6659], [-3.9361, 0.5297, -3.4262], [0.4395, 1.7283, -0.5090], [-1.9750, 2.3112, -1.6619], [4.2623, 2.6090, 0.3477], [-7.7156, 1.4971, 0.3855], [-5.8638, -4.8192, -0.1102], [-5.6549, 0.5546, 1.9753], [12.1663, -2.6170, 0.4053], [2.8749, 1.7078, 0.5853], [7.6362, 0.4961, 0.6820], [8.6757, 0.3031, -0.6051], [-5.3656, -0.5240, 3.1760], [-4.4284, 1.4629, -2.1463], [-6.9041, 0.5352, -2.8367], [-6.4866, 2.0383, -0.5538], [12.2030, -1.7327, 1.1914], [1.0987, 3.2170, 1.0963], [5.5327, 2.2786, 2.3317], [-7.7918, 1.0660, 2.6270], [-8.2759, 2.4590, 0.7958], [-1.4555, 1.6920, -2.5086], [-4.1071, -4.3260, 1.4209], [-8.5054, 0.8902, -0.2724], [-6.2635, -0.5206, 3.9625], [8.2590, 0.5468, 1.6914], [-6.7593, -3.0933, 1.6989], [-6.7898, -5.1360, 0.5710], [8.8662, 1.3448, -1.1035], [-7.6911, -0.5129, 1.5120], [13.2291, -3.1179, 0.3704], [4.4998, 2.6228, -0.7985], [6.9239, -0.4331, 0.7032], [-0.6533, 3.7382, -0.2969], [-6.9536, 2.8671, -1.2752], [-1.4876, 2.3285, 0.6486], [10.4384, -0.5321, -2.1932], [-5.9502, -1.8132, 0.5304], [4.0968, 3.7351, 0.6921], [1.9362, 3.4884, -0.6196], [-4.6565, 2.5859, -2.4519], [-2.9281, 0.4174, -0.6193], [0.2780, 0.7694, 0.1620], [11.0866, -2.8917, -1.6254], [5.0939, 0.7062, 1.2885], [-8.4005, -4.2994, -0.6933], [-5.7291, -0.1697, -1.0092], [-7.6466, -2.5940, -1.1052], [-3.7461, -2.1071, 2.5212], [-5.1672, -2.7646, 3.5788], [-5.2280, -5.8072, -0.3211], [-3.5493, 2.1081, -0.0240], [2.8774, 0.7917, -0.1715], [6.5567, 1.8981, -0.7705], [-8.1311, -3.7822, -2.4866], [2.8458, 1.3875, 1.7115], [7.4780, 2.8681, 0.6227], [-5.2375, 1.6262, 2.2392], [11.8823, 0.2324, -1.2164], [9.6936, -1.3420, 0.6162], [-4.2208, -3.2256, -0.1926], [-4.4353, -0.0941, 3.7886], [10.5270, 0.3942, 0.8215], [-5.0410, 0.1884, 1.0353], [-5.6703, 2.6002, 0.0786], [8.1745, -0.4630, -1.3464], [0.6687, 1.4788, -1.6300], [12.8418, -2.1063, -1.7193], [-2.3513, 3.3794, -2.0300], [11.3522, -3.4187, 0.7311]],
  "atomic_forces_ev_per_a": [[-1.7174, 0.1122, 2.0121], [-2.8201, 3.2943, 11.5334], [8.1471, 3.0825, 9.1288], [-0.6481, -0.3726, 0.6333], [1.1342, -1.0759, -0.0518], [-1.0731, -1.6942, -0.2285], [0.9056, 0.6801, -0.8736], [-0.0588, 0.1472, 0.2246], [-1.0948, 1.1019, -0.7319], [0.1414, 0.5189, 0.0511], [-0.2940, -1.5040, 1.3183], [-0.1672, 0.2501, 0.1420], [-0.9657, -0.0216, -1.3739], [0.5396, -0.6106, -0.8509], [0.1102, -0.2295, -0.6528], [-0.0437, 0.5205, -2.0267], [-1.5671, 1.1916, -1.0293], [1.7550, -0.7006, -8.8718], [-0.6604, 1.3908, 1.3371], [-0.4147, 0.4691, 2.0563], [-0.6530, -0.8311, 1.2840], [-0.2950, 0.4187, -0.0452], [1.5262, -1.2255, 0.4561], [-0.1288, -0.7423, -0.1049], [-0.0348, -0.1981, -0.3442], [0.4117, 2.0508, -0.8933], [0.8077, 1.0456, -1.3299], [0.1121, -0.6703, 2.1373], [1.0698, 0.9243, 0.7950], [-0.5722, -1.1111, 0.4225], [-5.9702, -2.1281, -5.9936], [-1.3809, 0.3307, -0.9679], [-0.1494, -1.8461, -1.7301], [1.4391, -1.0474, -1.8294], [-0.2374, -0.8448, -2.1334], [1.1255, -1.2863, -1.9876], [1.1604, -2.0038, -0.9518], [-1.0632, 1.3306, 1.6341], [-1.5134, 0.9261, -1.4582], [1.8236, 1.4214, 1.3097], [1.8162, -0.2176, -1.9267], [-1.4329, -0.0613, -2.1048], [1.8298, 1.2027, -0.4850], [1.9335, 0.8648, -1.4379], [-0.2259, -2.0970, 0.8159], [1.0968, 2.3245, 0.5343], [-2.1853, 0.8414, 0.2797], [-0.2743, -0.1025, 2.2310], [1.1920, 1.9369, 0.1091], [-0.7328, -2.0560, -0.3295], [1.0364, -1.7654, 1.5152], [1.0531, 0.5757, -2.0758], [1.5706, -0.4566, 2.0807], [0.3020, -1.2930, 1.8337], [0.2895, -2.4446, -0.6445], [-0.4895, -1.4766, 1.5804], [0.7179, -2.5548, 0.0661], [-0.7886, 2.0931, -0.9941], [0.6333, 1.7298, -1.6430], [1.6079, 1.4267, 0.9240], [0.7982, 2.3618, 0.1244], [1.6657, 0.7966, -1.1366], [-0.2948, 2.3227, -1.2699], [0.1729, -2.3983, -0.4456], [-2.6279, 0.4351, 0.0603], [0.5966, 1.5329, -1.9447], [-1.5141, 2.0317, 0.3014], [0.1281, -1.3007, -2.2014], [0.1024, 1.7982, 1.8854], [0.4824, 0.1428, 2.1891], [1.4057, -0.1047, 2.2545], [-0.1430, 0.4192, -2.2796], [-1.3408, -2.0967, -0.5629], [-1.0004, -2.1427, -0.3707], [-1.6032, -1.9970, 0.0291], [1.0316, 2.0888, -1.2006], [-0.9631, -1.5374, 1.9072], [-1.9851, -0.9781, -1.1996], [-0.9580, -1.5009, -1.3997], [-1.2806, 0.7865, 1.7874], [-1.4546, -1.5214, -1.3045], [1.2087, 1.6499, 1.2594], [-0.3777, 0.3521, 2.2533], [-2.2459, 0.0626, 0.9423], [0.6762, -2.5152, 0.4460], [1.8853, 1.7787, -0.4680]],
  "lowdin_charge": [-0.25, 0.09, 0.08, -0.22, -0.22, -0.23, -0.20, -0.26, -0.13, -0.24, -0.22, -0.21, -0.24, -0.22, -0.24, -0.22, -0.16, -0.10, -0.22, -0.18, -0.22, -0.20, -0.23, -0.23, -0.16, -0.22, -0.22, -0.23, -0.22, -0.25, -0.10, -0.19, 0.08, 0.12, 0.12, 0.12, 0.12, 0.11, 0.11, 0.12, 0.12, 0.12, 0.11, 0.13, 0.11, 0.11, 0.07, 0.11, 0.11, 0.10, 0.13, 0.11, 0.11, 0.08, 0.12, 0.11, 0.16, 0.14, 0.12, 0.11, 0.10, 0.09, 0.13, 0.09, 0.12, 0.12, 0.13, 0.11, 0.12, 0.10, 0.11, 0.12, 0.13, 0.12, 0.12, 0.12, 0.13, 0.11, 0.11, 0.09, 0.11, 0.12, 0.11, 0.10, 0.12, 0.08],
  "gap_ev": 9.8,
  "charge": 0,
  "smiles": "CCCCCCCCCCCCCCC[C@@H](C#N)[C@H](C#N)CCCCCCCCCOC"
}

=====

[2]
{
  "formula": "C14H15ClN4O4",
  "method": "ωB97M-V with the def2-TZVPD basis set",
  "symbols": ["Cl", "O", "O", "O", "O", "N", "N", "N", "N", "C", "C", "C", "C", "C", "C", "C", "C", "C", "C", "C", "C", "C", "C", "H", "H", "H", "H", "H", "H", "H", "H", "H", "H", "H", "H", "H", "H", "H"],
  "xyz": [[4.6264, -0.8808, -1.4676], [-1.2106, -0.2325, 1.2402], [1.7776, 3.0183, 0.1643], [-1.0985, 0.9666, -1.7640], [-4.2048, -1.6951, 0.0093], [-2.1727, -2.0499, -0.8904], [0.5095, 1.1886, 0.7298], [-3.0449, 0.7826, -0.6268], [-2.9053, 1.9523, 0.1311], [0.7073, 2.5107, 0.3385], [-1.6310, 2.1454, 0.8272], [-3.1146, -2.2363, 0.0658], [-0.6560, 3.1409, 0.1957], [3.5779, -1.6567, 0.8904], [-0.8087, 0.8680, 0.9607], [2.4671, 0.1586, -0.2494], [2.6491, -1.5758, 1.9131], [-2.0909, 0.3286, -1.4618], [1.5502, 0.2299, 0.7905], [-2.3641, -1.0921, -1.9597], [1.6359, -0.6341, 1.8744], [-2.6980, -3.1716, 1.1684], [3.4787, -0.7848, -0.1835], [-0.6800, 4.1357, 0.6376], [-1.8906, 2.4596, 1.8494], [2.3906, 0.8288, -1.0897], [0.9150, -0.5701, 2.6736], [-3.7567, 0.1302, -0.2912], [-3.5705, -3.4659, 1.7438], [2.7200, -2.2501, 2.7526], [-1.6811, -1.3221, -2.7780], [-3.4009, -1.1670, -2.2983], [4.3716, -2.3858, 0.9216], [-2.0087, -2.6345, 1.8172], [-2.1998, -4.0514, 0.7701], [-0.8425, 3.2284, -0.8788], [-3.0961, 2.7650, -0.4522], [-1.2260, -2.3309, -0.6900]],
  "atomic_forces_ev_per_a": [[0.1727, -0.0120, -0.1943], [-0.0434, -0.0441, 0.1953], [0.1769, 0.0784, -0.1185], [0.2915, 0.1294, -0.0951], [-0.3960, 0.0858, 0.0602], [0.1967, -0.0433, -0.2817], [0.3738, -0.2084, 0.1488], [-0.4969, 0.2017, 0.2362], [-0.0810, 0.0561, -0.3385], [-0.2794, 0.2910, 0.0922], [-0.0262, 0.0278, 0.0833], [0.3474, -0.4076, 0.0454], [-0.1286, 0.1706, -0.0703], [0.0333, 0.0356, -0.1050], [-0.2996, 0.1557, 0.0493], [-0.0424, -0.0399, 0.0436], [-0.0260, 0.0411, -0.0169], [-0.3475, -0.2106, -0.2942], [0.2775, -0.2858, 0.0576], [-0.0727, 0.1172, 0.0410], [-0.0091, 0.1034, -0.0429], [-0.1742, 0.1024, 0.0848], [-0.2409, 0.0072, 0.2592], [0.0946, -0.0502, 0.0406], [0.2250, -0.0698, -0.1038], [0.0260, 0.0390, -0.0731], [-0.0530, 0.0107, 0.0483], [0.2658, 0.1475, -0.1297], [-0.0174, 0.0006, -0.0152], [0.0112, -0.0596, 0.0739], [-0.0937, 0.1096, 0.0894], [0.1400, -0.0237, -0.0393], [0.0837, -0.0538, -0.0215], [0.0786, 0.0140, 0.0690], [0.0574, -0.0729, -0.0101], [-0.0053, -0.0335, 0.1102], [0.0572, -0.2877, 0.0632], [-0.0765, -0.0221, 0.0586]],
  "nbo_charge": [0.01, -0.60, -0.55, -0.65, -0.66, -0.60, -0.51, -0.47, -0.44, 0.72, -0.15, 0.71, -0.53, -0.23, 0.73, -0.25, -0.19, 0.66, 0.23, -0.32, -0.23, -0.71, -0.02, 0.24, 0.23, 0.25, 0.23, 0.44, 0.24, 0.22, 0.23, 0.24, 0.23, 0.25, 0.22, 0.27, 0.36, 0.41],
  "gap_ev": 9.9,
  "charge": 0,
  "smiles": "CC(=O)NCC(=O)NN[C@@H]1CC(=O)N(c2cccc(Cl)c2)C1=O"
}